The following is a quantum chemistry calculation of a 8-piece molecular cluster, C3H23NO8S2 overall at a distorted geometry, from the Open Molecules 2025 dataset.

The LUMO energy comes out at 0.2 eV. Its charge is 0. Its total energy is -43023.4516 eV. The calculation puts the maximum force at 3.52 eV/Å. For the HOMO energy, the calculation gives -8.93 eV. Its SMILES is N[C@@H](CO)CSS.O.O.O.O.O.O.O. For the energy above the lowest of the compared OMol25 structures with the same formula, charge and spin, the calculation gives 0.610 eV. Its frontier orbital gap is 9.121 eV.

Last columns: bonded neighbours and bond lengths (Å).
Atoms and positions in Å:
1 H -2.6609 -0.6900 0.8301  O31 0.965
2 H -2.9569 1.1473 -0.2402  O5 0.961
3 O 1.4628 2.9654 -1.2554  H32 0.962, H36 0.960
4 H -0.6952 1.7349 -2.5010  O18 0.968
5 O -2.9124 1.9482 -0.7685  H2 0.961, H20 0.961
6 H -1.8416 2.4857 -2.0657  O18 0.981
7 S 0.6071 -2.6371 -3.0011  C12 1.830, S37 1.993
8 H 0.7979 -0.4209 -0.9618  C11 1.093
9 H 1.8804 -0.0039 3.0815  O34 0.970
10 H 0.6516 2.0366 0.8418  O16 0.959
11 C 1.0551 -1.3657 -0.4755  H8 1.093, C12 1.518, C19 1.564, N28 1.436
12 C 1.5867 -2.3738 -1.4777  S7 1.830, C11 1.518, H27 1.099, H29 1.099
13 H -0.8363 -1.7685 0.4532  N28 1.005
14 O -1.9252 0.2978 2.9039  H26 0.952, H30 0.957
15 H 1.0825 -0.3521 4.1921  O34 0.970
16 O -0.2326 2.0052 0.4728  H10 0.959, H33 0.950
17 H -1.9653 -2.3904 -2.6723  S37 1.360
18 O -1.0903 2.5989 -2.6868  H4 0.968, H6 0.981
19 C 2.1982 -0.8499 0.4588  C11 1.564, H21 1.090, H25 1.099, O35 1.448
20 H -2.8703 2.6943 -0.1647  O5 0.961
21 H 2.0043 -0.0640 1.1895  C19 1.090
22 H -3.7953 -1.4032 1.4269  O31 0.965
23 H 0.2450 -2.8828 0.8890  N28 1.001
24 H 3.4638 0.1048 -0.7249  O35 0.954
25 H 2.5257 -1.6825 1.0970  C19 1.099
26 H -1.9217 0.7915 3.7178  O14 0.952
27 H 2.6153 -2.1912 -1.8191  C12 1.099
28 N 0.1423 -1.9953 0.4369  C11 1.436, H13 1.005, H23 1.001
29 H 1.8789 -3.3266 -1.0137  C12 1.099
30 H -1.0635 0.2284 2.4931  O14 0.957
31 O -3.2817 -1.3955 0.6101  H1 0.965, H22 0.965
32 H 1.1293 2.7932 -2.1408  O3 0.962
33 H -0.1461 1.9582 -0.4723  O16 0.950
34 O 1.3620 0.4665 3.7530  H9 0.970, H15 0.970
35 O 3.4446 -0.7323 -0.2684  C19 1.448, H24 0.954
36 H 1.1042 3.8024 -0.9529  O3 0.960
37 S -1.0422 -1.5334 -3.1848  S7 1.993, H17 1.360